No. 1
{
  "formula": "C6H13O2",
  "method": "ωB97M-V/def2-TZVPD",
  "homo_lumo_gap_ev": [10.2, 7.2],
  "s2": 0.755,
  "homo_ev": [-9.25, -9.26],
  "spin_multiplicity": 2,
  "e_above_lowest_kj_mol": 233.0,
  "largest_force_ev_per_a": 3.6,
  "species": ["C", "O", "C", "C", "C", "C", "C", "H", "H", "H", "H", "H", "H", "H", "H", "H", "H", "H", "H", "H", "O"],
  "positions_angstrom": [[1.68895, -0.55994, 0.09604], [1.04762, -1.73407, 0.29754], [1.65167, 0.49687, 1.31604], [0.47406, 1.40695, 0.94636], [-0.76896, 0.58669, 0.75760], [-1.72139, 2.06626, -1.04070], [-1.57453, 0.85769, -0.53059], [1.26962, -0.01071, -0.82759], [2.78222, -0.89071, -0.09296], [1.44249, -0.12043, 2.20716], [2.69585, 0.87852, 1.32874], [0.29971, 2.21967, 1.69103], [0.74125, 1.85203, 0.02339], [-0.62225, -0.52907, 0.77383], [-1.44491, 0.69815, 1.60837], [-1.83490, 2.84918, -0.34639], [-1.86033, 2.15207, -2.16444], [-1.78055, -0.06312, -1.28709], [-0.07925, -2.29745, -0.84470], [-1.30934, -3.17932, -1.35769], [-0.86128, -2.38556, -1.55036]]
}

=====

No. 2
{
  "formula": "C6H13O2P",
  "method": "ωB97M-V/def2-TZVPD",
  "homo_lumo_gap_ev": 9.3,
  "homo_ev": -8.45,
  "smiles": "CC(C)P(C)O.C=C=O",
  "e_above_lowest_kj_mol": 213.9,
  "largest_force_ev_per_a": 4.3,
  "species": ["C", "C", "C", "C", "C", "C", "O", "O", "P", "H", "H", "H", "H", "H", "H", "H", "H", "H", "H", "H", "H", "H"],
  "positions_angstrom": [[-4.26163, -0.11021, -0.03600], [-4.98480, -1.10488, -0.48875], [1.64472, -1.37404, -0.69097], [2.10808, 1.20946, -0.40620], [-0.39709, 0.60447, 1.54519], [1.19084, 0.06900, -0.79288], [-3.61317, 0.82729, 0.28551], [-0.73031, 1.84311, -0.73790], [-0.59200, 0.25733, -0.29729], [-4.59089, -2.07064, -0.39395], [-1.45771, 2.22079, -0.34676], [-6.02216, -0.94994, -0.62922], [1.65052, -1.56967, 0.37214], [0.83924, -2.00474, -1.20533], [2.61047, -1.47099, -1.09304], [1.66680, 2.27669, -0.47428], [3.13519, 1.25812, -0.86391], [2.25229, 1.08906, 0.68175], [0.61928, 0.90807, 1.79976], [-0.90544, 1.58091, 1.84918], [-0.56785, -0.25429, 2.12167], [0.95463, 0.30559, -1.90409]]
}

=====

No. 3
{
  "formula": "C6H13O3",
  "method": "ωB97M-V/def2-TZVPD",
  "homo_lumo_gap_ev": [9.4, 6.2],
  "s2": 0.753,
  "homo_ev": [-9.02, -9.00],
  "spin_multiplicity": 2,
  "e_above_lowest_kj_mol": 169.4,
  "largest_force_ev_per_a": 4.0,
  "species": ["O", "H", "H", "C", "C", "O", "C", "C", "C", "C", "O", "H", "H", "H", "H", "H", "H", "H", "H", "H", "H", "H"],
  "positions_angstrom": [[-1.70905, 0.30371, 2.13031], [-2.37798, 0.55345, 2.86512], [-0.48223, -0.23537, 1.35228], [0.30551, -0.59067, 0.63642], [-0.31527, -1.73264, -0.19521], [0.45833, -2.52366, -0.72222], [-1.80572, -1.80278, -0.32610], [0.63254, 0.58929, -0.27189], [1.02267, 1.80777, 0.58600], [1.70887, 0.37535, -1.33219], [-0.63973, 0.79698, -0.96392], [1.14962, -0.95589, 1.25709], [-2.37442, -1.09424, 0.27090], [-2.06402, -1.67906, -1.37734], [-2.10973, -2.81011, -0.03738], [1.97061, 1.57678, 1.09258], [1.17669, 2.67144, -0.07567], [0.25603, 2.05148, 1.33532], [2.67011, 0.16362, -0.87890], [1.43364, -0.42477, -2.01789], [1.78624, 1.32710, -1.86815], [-0.69272, 1.63221, -1.45916]]
}

=====

No. 4
{
  "formula": "C6H13OPS2",
  "method": "ωB97M-V/def2-TZVPD",
  "homo_lumo_gap_ev": 8.7,
  "homo_ev": -8.27,
  "smiles": "C/C=C/[P@](=S)(OCC)SC",
  "e_above_lowest_kj_mol": 0.0,
  "largest_force_ev_per_a": 4.0,
  "species": ["C", "C", "C", "C", "C", "C", "O", "P", "S", "S", "H", "H", "H", "H", "H", "H", "H", "H", "H", "H", "H", "H", "H"],
  "positions_angstrom": [[2.30315, -1.41406, -0.77787], [1.21060, -0.68232, -0.95984], [3.72716, -0.93660, -0.95834], [-3.34572, 0.08655, 0.67444], [0.22680, 0.38215, 2.18377], [-2.63032, -0.01530, -0.72134], [-1.27825, 0.20413, -0.41154], [-0.35737, -1.09435, -0.24401], [-0.99707, -2.86741, -0.92209], [-0.03900, -1.36887, 1.79318], [2.03344, -2.46124, -0.45002], [1.24341, 0.27693, -1.28720], [3.52637, 0.14413, -1.16580], [4.10612, -1.41041, -1.82800], [4.25259, -1.00625, -0.02232], [-3.29673, 1.04624, 1.07635], [-4.39149, -0.19440, 0.66594], [-2.81476, -0.50816, 1.37414], [-0.52175, 0.71475, 2.97658], [0.32042, 0.93050, 1.20672], [1.15890, 0.45879, 2.78178], [-3.05138, 0.65479, -1.41000], [-2.83063, -1.03754, -1.19952]]
}